No. 1
C20H25NO5S | the ωB97M-V functional and the def2-TZVPD basis

Last column: natural (NBO) charge in e.
Positions of all 52 atoms, in Å:
C 5.7981 1.6653 1.8523  -0.61
C 5.1025 1.0326 0.6511  -0.25
C 6.0802 0.8202 -0.5013  -0.61
C 4.4736 -0.3085 1.0568  -0.06
O 3.7173 -0.8979 0.0193  -0.49
C 2.4834 -0.4183 -0.2791  0.31
C 1.7969 0.5621 0.4309  -0.27
C 0.5172 0.9250 0.0501  -0.18
C -0.0994 0.3284 -1.0395  -0.17
C -1.4660 0.7337 -1.4783  0.69
O -1.6575 1.3471 -2.5116  -0.61
N -2.4940 0.3781 -0.6508  -0.45
C -2.2745 -0.4441 0.5297  -0.29
C -1.5646 -1.7210 0.1995  0.29
C -1.7925 -2.6741 -0.7499  -0.33
C -0.7721 -3.6432 -0.5898  -0.30
C -0.0059 -3.2086 0.4446  0.09
O -0.4781 -2.0480 0.9284  -0.40
C -3.8281 0.7825 -1.0652  -0.06
C -4.3056 2.0542 -0.3279  -0.42
C -4.7896 1.6824 1.0546  -0.66
S -5.6342 0.0861 0.7648  2.14
O -5.2074 -0.8847 1.7401  -0.95
O -7.0467 0.2895 0.6177  -0.94
C -4.8882 -0.2819 -0.8696  -0.67
C 0.6059 -0.6167 -1.7787  -0.14
C 1.8726 -0.9948 -1.3963  -0.26
H 6.5827 1.0099 2.2244  0.20
H 6.2485 2.6131 1.5688  0.22
H 5.0927 1.8489 2.6600  0.21
H 4.3042 1.6992 0.3072  0.20
H 6.9200 0.2088 -0.1778  0.20
H 6.4626 1.7736 -0.8573  0.21
H 5.5832 0.3154 -1.3261  0.22
H 5.2655 -1.0345 1.2631  0.19
H 3.8672 -0.1956 1.9640  0.17
H 2.2399 1.0484 1.2854  0.21
H 0.0033 1.6968 0.6059  0.21
H -3.2362 -0.6745 0.9923  0.26
H -1.6640 0.0896 1.2658  0.22
H -2.5752 -2.6859 -1.4807  0.22
H -0.6365 -4.5349 -1.1658  0.23
H 0.8656 -3.6178 0.9147  0.21
H -3.7142 1.0316 -2.1290  0.27
H -3.4937 2.7815 -0.2993  0.24
H -5.1312 2.4857 -0.8959  0.22
H -3.9873 1.5089 1.7641  0.24
H -5.5153 2.3775 1.4615  0.26
H -5.6891 -0.1897 -1.5962  0.26
H -4.4996 -1.2941 -0.8580  0.26
H 0.1448 -1.0639 -2.6460  0.23
H 2.4191 -1.7436 -1.9473  0.23

Forces on atoms 1 to 2 (eV/Å):
-0.26 -0.09 -0.19
0.04 -0.27 -0.01

As for the SMILES: CC(C)COc1ccc(C(=O)N(Cc2ccco2)[C@@H]2CCS(=O)(=O)C2)cc1. For the max |F|, the calculation gives 0.856 eV/Å. As for the energy above the lowest of the compared OMol25 structures with the same formula, charge and spin: 44.0 kcal per mole. The HOMO energy comes out at -8.3067 eV.



No. 2
C20H25NO6S | the ωB97M-V functional and the def2-TZVPD basis

Last column: natural (NBO) charge in e.
Positions of all 53 atoms, in Å:
C 4.8879 2.5247 1.9210  -0.25
O 4.0383 2.6643 0.8106  -0.48
C 3.1386 1.6740 0.5578  0.26
C 2.9889 0.5169 1.2995  -0.31
C 2.0343 -0.4321 0.9538  -0.18
C 1.2175 -0.2432 -0.1425  -0.06
C 0.1476 -1.2480 -0.5426  -0.10
C -1.2054 -0.6720 -0.2019  -0.06
C -1.8856 0.1327 -1.1113  -0.28
C -3.0898 0.7235 -0.7748  0.25
O -3.8242 1.5274 -1.5937  -0.48
C -3.3464 1.7722 -2.8919  -0.25
C -3.6392 0.4959 0.5072  0.34
O -4.8234 1.1187 0.7578  -0.49
C -5.4330 0.9141 2.0072  -0.25
C -2.9700 -0.3324 1.3901  -0.33
C -1.7539 -0.9122 1.0457  0.06
C -1.0326 -1.8665 1.9489  -0.45
C -0.5263 -3.0234 1.0907  -0.20
N 0.3923 -2.5352 0.0828  -0.70
S 1.0927 -3.6764 -0.9015  2.33
C 2.8565 -3.3614 -0.6455  -0.86
O 0.7874 -4.9753 -0.3786  -0.94
O 0.8002 -3.4093 -2.2826  -0.95
C 1.3693 0.9168 -0.9006  -0.25
C 2.3080 1.8752 -0.5686  0.27
O 2.5185 3.0329 -1.2525  -0.48
C 1.7024 3.3104 -2.3623  -0.25
H 5.5320 1.6434 1.8292  0.17
H 5.5060 3.4210 1.9315  0.20
H 4.3228 2.4648 2.8572  0.17
H 3.6120 0.3360 2.1608  0.22
H 1.9459 -1.3309 1.5424  0.21
H 0.2090 -1.4047 -1.6269  0.25
H -1.4665 0.2763 -2.0940  0.22
H -4.0888 2.4164 -3.3604  0.20
H -2.3802 2.2887 -2.8767  0.17
H -3.2539 0.8473 -3.4709  0.18
H -5.6821 -0.1403 2.1674  0.17
H -4.7994 1.2660 2.8284  0.17
H -6.3504 1.5000 1.9849  0.20
H -3.3826 -0.5413 2.3645  0.22
H -0.1897 -1.3652 2.4300  0.22
H -1.6970 -2.2483 2.7245  0.22
H -1.3839 -3.5282 0.6256  0.19
H 0.0153 -3.7619 1.6852  0.22
H 3.4075 -4.0030 -1.3209  0.25
H 3.0456 -2.3186 -0.8614  0.25
H 3.0874 -3.5992 0.3833  0.24
H 0.7374 1.0562 -1.7616  0.21
H 0.6458 3.3697 -2.0796  0.17
H 1.8264 2.5627 -3.1531  0.17
H 2.0308 4.2806 -2.7317  0.20

Forces on atoms 1 to 2 (eV/Å):
0.13 -0.04 0.18
-0.31 -0.08 -0.30

As for the SMILES: COc1ccc([C@@H]2c3cc(OC)c(OC)cc3CCN2S(C)(=O)=O)cc1OC. For the max |F|, the calculation gives 0.957 eV/Å. The HOMO energy comes out at -7.9137 eV.



No. 3
C20H26BrIrN4O6 | the ωB97M-V functional and the def2-TZVPD basis

Last column: natural (NBO) charge in e.
Positions of all 58 atoms, in Å:
Ir -0.3461 -0.0972 -0.6295  1.37
C 2.9895 -0.7529 2.1205  -0.26
O 2.2569 0.2152 1.3528  -0.59
C 1.9208 1.3954 2.0536  -0.11
C 0.4229 1.4638 2.2033  -0.07
O -0.3325 1.3816 0.9204  -0.57
C -0.7360 2.6733 0.3589  -0.10
C -0.1175 2.8392 -1.0030  -0.10
O -0.4063 1.6405 -1.7817  -0.55
C -1.2444 1.8264 -2.9639  -0.25
H 2.4500 -1.0206 3.0306  0.19
H 3.9746 -0.3598 2.3737  0.21
H 3.1010 -1.6367 1.4957  0.21
H 2.3072 2.2638 1.5085  0.19
H 2.3832 1.4048 3.0429  0.24
H 0.0880 2.3872 2.6712  0.22
H 0.0585 0.6224 2.7896  0.22
H -0.4439 3.4636 1.0468  0.25
H -1.8210 2.6621 0.2809  0.22
H 0.9662 2.9448 -0.9643  0.22
H -0.5392 3.6950 -1.5288  0.25
H -2.1470 2.3683 -2.6890  0.22
H -1.5024 0.8375 -3.3303  0.21
H -0.6650 2.3739 -3.7035  0.23
O -0.1792 -4.2758 -6.3136  -0.35
N 0.8944 -3.7480 -6.1232  0.52
O 1.9153 -3.9749 -6.7142  -0.29
C 0.9999 -2.8504 -4.9286  0.15
C 2.1612 -2.1823 -4.7901  -0.17
C 2.3626 -1.2672 -3.7097  0.00
C 3.5423 -0.5214 -3.5357  -0.06
C 3.6070 0.3745 -2.4963  -0.18
C 2.5377 0.4928 -1.6119  0.10
N 1.4369 -0.2534 -1.7116  -0.42
C 1.3321 -1.0864 -2.7900  0.12
C 0.1045 -1.7754 -2.9647  0.22
N -0.8351 -1.4993 -2.0239  -0.42
C -1.9703 -2.1908 -2.0175  0.10
C -2.2390 -3.1378 -2.9975  -0.22
C -1.3282 -3.3907 -3.9967  -0.04
C -0.0965 -2.6971 -4.0015  -0.10
H 2.9408 -2.3460 -5.5238  0.30
H 4.3698 -0.6363 -4.2254  0.27
H 4.4799 0.9926 -2.3396  0.27
H 2.5855 1.1861 -0.7915  0.24
H -2.6706 -1.9972 -1.2211  0.23
H -3.1756 -3.6764 -2.9587  0.28
H -1.5436 -4.1187 -4.7623  0.30
Br -0.3140 -1.9596 0.8691  0.00
C -4.6634 0.6524 -0.1106  -0.72
C -3.3322 0.1541 0.3437  0.73
N -3.2179 -0.3998 1.5236  -0.73
O -2.3427 0.3154 -0.4531  -0.69
H -5.4168 -0.1297 -0.0047  0.28
H -4.6104 0.9719 -1.1463  0.26
H -4.9767 1.4907 0.5156  0.28
H -4.0302 -0.4955 2.1188  0.45
H -2.3361 -0.7611 1.8611  0.43

Forces on atoms 1 to 2 (eV/Å):
-0.51 -0.96 -0.20
0.00 0.09 -0.05

The spin multiplicity is 2. The total charge is +3. For the max |F|, the calculation gives 1.164 eV/Å. As for the energy above the lowest of the compared OMol25 structures with the same formula, charge and spin: 0.0 kcal per mole. The HOMO energy (spin up / spin down) comes out at -18.3323 / -18.3320 eV.



No. 4
C20H26ClNW | the ωB97M-V functional and the def2-TZVPD basis

Last column: natural (NBO) charge in e.
Positions of all 49 atoms, in Å:
C -4.9537 1.1279 -3.5277  0.06
C -5.3159 -0.1818 -4.2280  -0.63
C -6.0976 1.6067 -2.6336  -0.63
C -4.5646 2.2029 -4.5427  -0.63
Cl -3.5027 0.8105 -2.4590  -0.17
H -6.9832 1.8053 -3.2414  0.23
H -5.8336 2.5306 -2.1155  0.22
H -6.3632 0.8499 -1.8931  0.22
H -6.1822 -0.0272 -4.8752  0.23
H -5.5733 -0.9583 -3.5050  0.22
H -4.4928 -0.5376 -4.8507  0.22
H -5.4124 2.4166 -5.1975  0.23
H -3.7337 1.8728 -5.1691  0.22
H -4.2842 3.1333 -4.0451  0.22
C 0.5880 -1.9114 2.0120  -0.29
C -0.4085 -0.9380 2.4200  -0.40
C -1.4467 -0.9589 1.3938  -0.26
H -0.4281 -0.4424 3.3771  0.30
C -1.0953 -1.9403 0.4087  -0.15
C 0.1632 -2.5172 0.7648  -0.23
H 0.6955 -3.2926 0.2346  0.28
H 1.3989 -2.2216 2.6346  0.28
H -2.4054 -0.4771 1.5094  0.30
H -1.7032 -2.2391 -0.4283  0.29
C 2.1091 1.7180 -0.2721  -0.24
C 2.1555 1.5677 1.1687  -0.29
C 0.8574 1.8829 1.7219  -0.40
H 3.0180 1.4119 1.7782  0.28
C 0.0088 2.2335 0.5882  -0.26
C 0.7895 2.1516 -0.6123  -0.15
H 0.4635 2.4233 -1.6013  0.29
H 2.9379 1.5583 -0.9471  0.28
H 0.6535 1.9784 2.7782  0.30
H -0.9602 2.6941 0.7013  0.30
W 0.6392 -0.0133 0.8536  1.36
N 2.7854 -0.9197 0.9976  -0.76
C 3.8859 -1.1504 1.8124  0.15
C 4.0796 -2.4437 2.3431  -0.25
C 5.1819 -2.7310 3.1591  -0.17
C 6.1094 -1.7102 3.4220  -0.16
C 5.9792 -0.4376 2.8464  -0.17
C 4.8887 -0.1690 1.9846  -0.25
H 2.4139 -1.7882 0.6367  0.41
H 3.0093 -0.3410 0.1882  0.41
H 3.3119 -3.1985 2.1131  0.21
H 5.2326 -3.7279 3.6214  0.26
H 6.9374 -1.9113 4.0951  0.25
H 6.6563 0.4019 3.0956  0.26
H 4.7914 0.8071 1.4843  0.21

Forces on atoms 1 to 2 (eV/Å):
-0.82 0.18 -0.59
0.18 0.00 0.14

The spin multiplicity is 3. The total charge is +2. For the max |F|, the calculation gives 4.477 eV/Å. As for the energy above the lowest of the compared OMol25 structures with the same formula, charge and spin: 15.4 kcal per mole. The HOMO energy (spin up / spin down) comes out at -14.7999 / -14.7998 eV.